C32H40N6O2PbS | the ωB97M-V functional and the def2-TZVPD basis

Summary:
strongest force on any atom: 0.9 eV Å⁻¹
HOMO: -7.57 eV

Geometry (Å):
Pb -0.0649 0.0623 0.2247
N 1.7601 -1.4460 1.9256
N 1.5765 -1.4636 3.2935
C 0.5352 -0.8565 3.8947
N 0.5299 -0.9133 5.2412
S -0.7025 -0.0274 3.1193
H 1.8812 -2.3744 1.5381
H 2.4960 -0.8182 1.6116
H 2.2635 -1.9292 3.8697
H 1.1704 -1.4957 5.7548
H -0.2684 -0.5348 5.7174
C -3.2938 2.3598 1.4692
C -2.4071 3.5259 1.0248
C -1.0913 3.5159 1.8130
C -2.1011 3.6628 -0.4627
C -1.9255 4.9716 -0.9063
C -1.5755 5.2523 -2.2112
C -1.4438 4.2097 -3.1090
C -1.6319 2.8849 -2.7320
C -1.4944 1.8420 -3.8337
C -2.8278 1.1624 -4.1863
C -0.4136 0.7829 -3.5942
C -1.9293 2.6074 -1.3800
N -1.9252 1.2628 -0.9467
C -2.9318 0.4707 -1.0982
C -2.8801 -0.9066 -0.7895
C -3.8893 -1.8574 -0.9764
C -3.3568 -3.0789 -0.5895
C -2.0377 -2.8392 -0.1759
N -1.7464 -1.5282 -0.2878
C -1.0554 -3.8583 0.3567
C -0.7778 -3.5535 1.8349
C 0.2539 -3.7943 -0.4448
C -1.6366 -5.2697 0.2454
H -3.6145 2.5365 2.4975
H -2.7651 1.4098 1.4552
H -4.1817 2.2691 0.8422
H -2.9397 4.4427 1.2968
H -0.5241 2.6139 1.5862
H -1.2827 3.5270 2.8878
H -0.4752 4.3784 1.5546
H -2.0608 5.7884 -0.2063
H -1.4031 6.2726 -2.5276
H -1.1778 4.4302 -4.1357
H -1.1871 2.4040 -4.7200
H -3.0461 0.3470 -3.5000
H -2.7720 0.7408 -5.1911
H -3.6523 1.8764 -4.1616
H -0.6706 0.1041 -2.7826
H 0.5501 1.2397 -3.3651
H -0.2924 0.1860 -4.4993
H -3.8836 0.8510 -1.4753
H -4.8796 -1.6598 -1.3565
H -3.8533 -4.0341 -0.6130
H -0.5211 -2.5051 1.9533
H 0.0465 -4.1706 2.2033
H -1.6641 -3.7522 2.4390
H 0.6250 -2.7730 -0.5315
H 0.0926 -4.1674 -1.4564
H 1.0157 -4.4163 0.0320
H -2.5436 -5.3660 0.8432
H -0.9089 -5.9986 0.6063
H -1.8759 -5.5068 -0.7916
O 3.3643 -0.1213 -2.7345
C 2.6931 0.1227 -1.7408
O 1.7666 -0.6294 -1.2613
C 3.0663 1.4524 -1.0372
C 3.7543 2.4350 -1.7844
C 4.0733 3.6232 -1.2002
C 3.7913 3.8236 0.1691
C 4.1193 5.0062 0.8680
C 3.8577 5.1215 2.2046
C 3.2631 4.0525 2.9014
C 2.9175 2.9040 2.2457
C 3.1583 2.7632 0.8615
N 2.7798 1.6127 0.2342
H 3.9971 2.2084 -2.8124
H 4.5479 4.4133 -1.7698
H 4.5811 5.8206 0.3229
H 4.0998 6.0336 2.7337
H 3.0738 4.1414 3.9634
H 2.4403 2.0925 2.7751